No. 1
Entry from the Open Molecules 2025 dataset: a molecular structure, C21H22N7O2PtSe2Te2 in a non-equilibrium geometry (wB97M-V/def2-TZVPD).

The geometry in XYZ format:
```
57
Properties=species:S:1:pos:R:3:forces:R:3
H -3.9952 3.9852 -0.1939 0.1 0.0 0.0
H 2.5213 -4.7085 2.1584 0.0 0.0 0.0
Te -3.6254 -1.1087 -1.5081 0.1 -0.2 0.1
H -4.7567 4.8608 -2.3131 0.0 0.0 0.0
Se 0.1497 -0.2822 -2.5695 0.1 -0.1 0.3
Te -1.5502 -2.0997 -2.9491 -0.2 0.0 0.0
H 7.5139 -1.9550 -1.7652 0.0 0.0 0.0
C -3.8812 4.2035 -2.3487 0.2 -0.1 0.1
C 1.8076 -2.6918 2.4406 -0.1 0.5 0.2
H 5.3440 -5.8611 2.8799 0.0 0.0 0.0
C 1.1813 -2.7510 -0.2419 0.0 0.1 -0.3
C 0.8496 -0.4780 3.9029 0.0 0.2 -0.1
Se -2.6196 -1.1142 0.7721 -0.5 0.0 -0.1
N -2.1195 3.3935 -0.7926 0.2 -0.7 0.3
C -2.0948 2.1175 -0.3916 0.0 0.1 -0.1
C 5.4444 -4.8442 2.5239 -0.4 0.2 0.1
H -2.5968 5.7472 -3.1797 0.1 0.0 0.0
N -0.8751 3.7464 -1.1506 0.0 0.3 -0.1
N 2.8760 -3.4107 4.5504 -0.7 -1.2 0.8
H 1.6360 -1.4681 5.6252 0.1 0.0 0.0
H 1.9403 -4.7544 -0.2407 0.0 0.0 -0.1
C -2.9084 4.7259 -3.4033 -0.2 0.1 0.1
H -4.9819 2.3755 -1.9078 0.0 -0.1 0.0
C 2.0842 -3.8395 1.6882 -0.1 -0.3 -0.5
C 6.2608 -4.5503 1.4542 0.2 0.0 -0.1
H -2.0180 4.1001 -3.4488 0.0 0.0 0.0
C -3.2570 4.2720 -0.9431 -0.3 0.3 -0.4
C 4.8538 -2.5178 2.6978 0.1 -0.4 0.2
C 5.7009 -2.2232 1.6466 0.1 0.1 0.0
C 0.7087 -0.4639 2.5017 -0.1 0.6 0.3
H 7.4932 -1.0044 -0.2624 0.0 0.0 0.0
H -3.3801 4.7182 -4.3856 0.0 0.0 0.0
C 6.3743 -3.2440 0.9844 0.0 -0.1 0.0
H 4.3253 -1.7180 3.1970 0.0 0.0 -0.1
H 5.9656 -1.5865 -0.9741 0.0 0.0 0.0
H -4.8896 2.7859 -3.6243 0.0 0.0 0.0
C -4.3362 2.7860 -2.6856 0.0 0.2 0.0
C 7.0186 -1.8295 -0.8042 0.0 0.2 -0.1
C 2.0944 -2.5672 3.8540 0.0 0.8 -0.9
O 7.1605 -3.0554 -0.1224 -0.1 -0.2 0.2
H 0.9558 -2.7468 -1.2997 -0.1 0.2 0.0
C 1.1598 -1.6219 1.7830 0.2 -0.8 0.1
C 1.5035 -1.4970 4.5513 0.2 -0.4 -0.1
H 5.8193 -1.1922 1.3426 0.0 0.0 0.0
H 6.8132 -5.3270 0.9409 0.0 0.0 0.0
H -3.4820 2.1189 -2.8059 0.0 -0.1 0.0
N -0.1276 2.7295 -0.9851 0.1 0.2 -0.1
H 0.4697 0.3732 4.4513 -0.1 0.0 0.0
C 1.7573 -3.8710 0.3525 0.2 0.0 0.6
C 4.6599 -3.8443 3.1286 0.0 0.5 -1.5
H -2.9234 1.5319 -0.0291 0.0 -0.2 0.1
H -2.9129 5.2879 -0.7468 0.0 -0.1 0.1
O 0.1794 0.5266 1.8762 0.1 -0.5 0.1
N 0.8856 -1.6637 0.4422 0.4 -0.7 0.5
Pt -0.0348 -0.0226 -0.1473 0.3 0.0 -0.6
N 3.7408 -4.2223 4.0797 0.7 0.1 1.4
N -0.8552 1.7000 -0.5161 -0.6 1.4 -0.3
```
Forces are in eV/Å.

- Relative energy (zero: lowest compared OMol25 entry of this formula, charge and spin): 1.276 eV
- Highest occupied orbital energy (spin up / spin down): -3.6 / -3.5 eV
- LUMO energy (spin up / spin down): 1.67 / 1.75 eV
- Frontier orbital gap (spin up / spin down): 5.23 / 5.29 eV
- Net charge: -1


No. 2
Entry from the Open Molecules 2025 dataset: a molecular structure, C29H54N3PtS (wB97M-V/def2-TZVPD).

The geometry in XYZ format:
```
88
Properties=species:S:1:pos:R:3:forces:R:3
H -3.0897 2.9827 3.2244 0.0 0.0 0.0
C -1.2290 3.5088 2.2556 0.0 0.0 0.0
H -4.4703 2.8844 -3.0440 0.0 0.0 0.0
H -0.2998 -5.2953 -2.8727 0.0 0.0 0.0
H 2.5434 -1.7847 0.1162 0.0 0.0 0.0
H 0.2299 4.7223 3.3320 0.0 0.0 0.0
H 3.7793 2.2421 -2.8323 0.0 0.0 0.0
H -2.2474 4.3488 0.5196 0.0 0.0 0.0
H -2.6391 5.1285 2.0572 0.0 0.0 0.0
H 0.3224 1.0416 2.6403 0.0 0.0 0.0
H 1.8526 -0.5811 -0.9721 0.0 0.0 0.0
H 0.2462 4.2833 -0.2200 0.0 0.0 0.0
C 2.1121 -0.6049 2.2018 0.0 0.0 0.0
H -0.1770 -2.8108 2.2068 0.0 0.0 0.0
H 4.2855 1.4346 0.5102 0.0 0.0 0.0
H 0.2190 -3.7618 0.8015 0.0 0.0 0.0
N -0.6684 -1.9122 0.4188 0.0 0.0 0.0
C 1.6130 2.5594 -0.1159 -0.1 0.0 -0.1
Pt -0.3864 1.4187 -0.3614 -0.8 0.4 0.0
H -1.5489 -3.1369 -3.4642 0.0 0.0 0.0
H -1.9272 1.6574 3.1691 0.0 0.0 0.0
H -3.6808 -5.3457 2.9445 0.0 0.0 0.0
C -4.5223 2.8552 -1.9548 0.0 0.0 0.0
H -2.8040 2.1120 1.7055 0.0 0.0 0.0
C 1.7090 3.7679 -2.3153 0.0 0.0 0.0
H -0.9713 -5.8178 1.5847 0.0 0.0 0.0
H -0.6711 -3.8872 -1.0600 0.0 0.0 0.0
C -5.6395 1.9253 -1.4726 0.0 0.0 0.0
H 3.8017 1.4683 2.2054 0.0 0.0 0.0
H -2.8209 -6.8817 2.8677 0.0 0.0 0.0
H 2.3474 3.9884 -3.1717 0.0 0.0 0.0
C -0.1260 2.8395 1.4650 0.1 0.0 0.0
C 0.1561 -4.4612 -3.4207 0.0 0.0 0.0
C -0.5545 -3.1153 1.2312 0.0 0.0 0.0
H 4.5953 0.0372 1.5366 0.0 0.0 0.0
C -2.3279 2.5025 2.6073 0.0 0.0 0.0
C 3.8809 0.8337 1.3199 0.0 0.0 0.0
H -0.7520 -1.0033 0.8567 0.0 0.0 0.0
C -0.5997 4.0476 3.5504 0.0 0.0 0.0
C -0.5432 -3.1645 -3.0386 0.0 0.0 0.0
H 3.1269 4.7923 -0.2021 0.0 0.0 0.0
H -0.0666 -4.6442 -4.4735 0.0 0.0 0.0
H 4.2107 4.3264 -1.5190 0.0 0.0 0.0
H 0.8570 3.1802 -2.6617 0.0 0.0 0.0
C 1.5151 1.3643 0.7473 0.1 0.0 0.1
C -2.9827 -5.9371 2.3497 0.0 0.0 0.0
C 0.5311 3.3674 0.2690 0.2 0.0 0.1
H 2.1751 -0.0203 3.1205 0.0 0.0 0.0
C -0.6887 -1.8842 -0.9117 -0.1 0.1 0.1
H -0.2212 3.2333 4.1699 0.0 0.0 0.0
H -1.2019 -4.9912 3.1095 0.0 0.0 0.0
C 2.5226 2.9906 -1.2669 0.0 0.0 0.0
H -6.5924 2.2762 -1.8627 0.0 0.0 0.0
H 0.0005 -2.3018 -3.4254 0.0 0.0 0.0
C 0.5381 1.6732 1.7969 0.1 -0.1 -0.1
N -2.1975 2.0826 -1.0798 0.2 -0.3 0.1
H 3.5939 -0.6708 -0.7329 0.0 0.0 0.0
C -3.2165 2.4245 -1.4653 0.0 0.1 -0.1
C 3.5925 3.9427 -0.7052 0.0 0.0 0.0
H 1.1034 -1.0034 2.1188 -0.1 -0.1 0.0
H 2.1042 -3.6344 -3.7829 0.0 0.0 0.0
H 2.7960 -1.4482 2.3018 0.0 0.0 0.0
C 3.1925 1.8352 -2.0071 0.0 0.0 0.0
H -1.3447 4.5993 4.1267 0.0 0.0 0.0
H -3.4636 -6.1584 1.3949 0.0 0.0 0.0
H -1.0940 5.4543 1.2804 0.0 0.0 0.0
H 1.9304 -3.4625 -1.3096 0.0 0.0 0.0
H 3.2248 -4.5775 -1.7226 0.0 0.0 0.0
N -0.6341 -3.0275 -1.5856 0.0 -0.1 0.0
C -1.8343 4.6767 1.4757 0.0 0.0 0.0
H -5.6949 1.9147 -0.3853 0.0 0.0 0.0
C 2.1472 -4.4236 -1.7791 0.0 0.0 0.0
C 1.6717 -4.4724 -3.2284 0.0 0.0 0.0
C 2.5163 0.2197 0.9693 0.0 0.0 0.0
H -4.6793 3.8784 -1.6094 0.0 0.0 0.0
H 4.2486 3.4484 0.0109 0.0 0.0 0.0
H 1.6751 -5.2113 -1.1838 0.0 0.0 0.0
S -0.8025 -0.4004 -1.7664 0.4 0.0 -0.1
H -2.5741 -3.2371 1.9426 0.0 0.0 0.0
H 2.4485 1.1548 -2.4259 0.0 0.0 0.0
H -2.3247 -4.0615 0.4221 0.0 0.0 0.0
H 3.8720 1.2667 -1.3802 0.0 0.0 0.0
C -1.8683 -3.8720 1.3997 0.0 0.0 0.0
H -5.4754 0.9076 -1.8229 0.0 0.0 0.0
H 2.0612 -5.3781 -3.6976 0.0 0.0 0.0
H 1.3456 4.7235 -1.9363 0.0 0.0 0.0
C -1.6730 -5.1886 2.1418 0.0 0.0 0.0
C 2.6320 -0.7525 -0.2304 0.0 0.0 0.0
```
Forces are in eV/Å.

- Highest occupied orbital energy: -9.7 eV
- LUMO energy: -2.04 eV
- Frontier orbital gap: 7.70 eV
- Net charge: +1


No. 3
Entry from the Open Molecules 2025 dataset: a molecular structure, C17H15Cl3GdIN3O3S in a non-equilibrium geometry (wB97M-V/def2-TZVPD).

The geometry in XYZ format:
```
44
Properties=species:S:1:pos:R:3:forces:R:3
H 0.6658 0.1916 -3.7136 0.6 -0.4 1.4
C 2.5490 -2.0407 -3.4147 0.2 0.1 -0.8
H 0.4551 3.1167 4.8855 0.4 0.3 -0.5
C 2.6407 -4.0718 -1.5530 -0.9 1.4 1.1
S -2.1322 -0.8887 1.6800 0.7 -0.4 1.3
C 3.0830 -3.2715 -3.7735 0.1 0.6 -0.1
H 2.5930 -4.9033 -0.8465 0.1 0.3 -0.1
H -1.3937 -1.2145 4.4854 0.9 -0.8 -1.5
N 0.7026 -1.8980 0.5998 1.7 -2.0 0.6
H 1.1710 1.9794 2.6508 -1.3 0.7 0.4
C -0.4817 2.8839 1.5977 0.3 1.2 0.8
H -2.0718 4.1180 0.6962 0.6 -0.5 0.9
O 0.5751 1.0361 0.4957 -0.4 1.4 0.7
N 0.4656 -1.8992 1.9838 1.2 -0.5 -0.3
C -1.7475 4.5956 2.7772 0.4 -0.1 0.8
H 1.2499 1.3870 -2.3707 0.1 -1.0 -0.2
C 2.1731 -2.7900 -1.1400 0.0 -1.0 -1.0
C -0.6663 -1.5186 2.4929 -0.7 0.0 -0.3
H -2.6608 5.1764 2.9324 0.5 0.3 -0.6
N -0.7408 -1.7512 3.8647 -1.8 1.3 0.5
C -4.0125 1.3452 -2.6668 0.4 0.2 0.6
C 2.0279 -1.8258 -2.1514 -0.5 1.6 0.7
C -0.9623 4.3801 3.9234 0.1 -0.7 -1.3
Cl -2.5540 0.8032 -3.6510 -1.6 0.5 0.9
H 2.3712 -3.0593 1.0282 -0.3 -0.3 -0.1
H 3.5909 -3.4125 -4.7387 -0.6 0.0 0.4
C -0.3894 1.8655 0.5240 -0.4 -1.4 -1.9
O -1.3656 1.7123 -0.3256 0.8 1.4 1.5
H 2.5308 -1.2665 -4.1674 -0.1 0.3 0.2
C 1.7519 -2.6376 0.2355 -2.4 2.5 1.5
C -1.4434 3.9090 1.5968 -1.1 -0.4 -0.2
C 0.9036 0.3574 -2.6224 -1.9 2.2 -1.5
I -1.6475 -2.9711 -2.3678 0.0 0.1 0.0
C 3.0156 -4.2816 -2.8443 0.6 -2.2 -0.3
H 0.0566 -2.1066 4.3378 0.7 -0.2 -0.1
Cl -4.9053 0.0353 -1.8514 0.3 -0.1 -0.5
C 0.0411 3.4094 3.9154 -0.2 0.1 0.4
Cl -1.1832 5.3319 5.3432 -0.3 0.0 0.3
H -4.7362 1.9403 -3.2300 0.5 -0.4 -0.4
H 3.2300 -5.3321 -3.0864 0.3 0.6 -0.2
Gd -0.7775 -0.4884 -0.6720 0.2 -0.1 -2.4
O 1.3734 -0.6155 -1.7859 2.1 -3.4 0.5
H -3.6728 1.9468 -1.8173 0.5 -0.1 -0.5
C 0.3274 2.7234 2.7441 0.3 -1.1 -0.7
```
Forces are in eV/Å.

- Relative energy (zero: lowest compared OMol25 entry of this formula, charge and spin): 0.000 eV
- Highest occupied orbital energy (spin up / spin down): -4.0 / -3.2 eV
- LUMO energy (spin up / spin down): 2.44 / 2.32 eV
- Spin multiplicity: 8
- Frontier orbital gap (spin up / spin down): 6.46 / 5.50 eV
- Net charge: -1


No. 4
Entry from the Open Molecules 2025 dataset: 2 unconnected molecules or ions with the total composition C5H8ClN2 in a non-equilibrium geometry (wB97M-V/def2-TZVPD).

The geometry in XYZ format:
```
16
Properties=species:S:1:pos:R:3:forces:R:3
H 2.0214 2.7743 -1.9020 0.0 -0.4 0.2
C 0.8436 1.1762 -1.2789 3.3 -1.1 3.0
H -3.4676 -0.4605 2.3476 -0.2 0.2 0.0
C 2.3610 0.4912 0.2274 0.1 1.1 0.6
H -2.4239 -1.3231 1.0494 0.7 0.0 -3.3
H 0.1900 1.0817 -2.0516 -2.1 0.0 -1.7
H 3.8323 2.1643 -0.2908 -1.6 -0.9 0.2
N 1.1022 0.2004 -0.3040 1.7 2.6 -1.0
C 0.3234 -0.8062 0.0459 -4.5 -1.5 -1.0
H -0.6843 -0.8526 -0.5445 2.2 0.0 1.2
C 2.8523 1.6042 -0.3831 1.7 0.1 0.7
H 2.7017 0.1767 1.1863 0.1 -1.0 0.2
C -2.7702 -1.1768 1.9779 -0.2 -0.5 3.2
Cl -2.1214 -2.3441 3.0458 -0.2 0.3 0.1
N 1.9336 1.9749 -1.2755 -1.6 0.8 -1.9
H 0.3589 -1.3984 0.9583 0.7 0.4 -0.2
```
Forces are in eV/Å.

- Relative energy (zero: lowest compared OMol25 entry of this formula, charge and spin): 4.243 eV
- Highest occupied orbital energy (spin up / spin down): -11.1 / -12.9 eV
- LUMO energy (spin up / spin down): -5.32 / -3.78 eV
- Frontier orbital gap (spin up / spin down): 5.83 / 9.08 eV
- Net charge: +1


- net charge of number 2 (C29H54N3PtS)?
  +1